Entry 1:
{"formula": "C25H46BClF7NO5S2", "method": "wB97M-V/def2-TZVPD", "multiplicity": 1, "homo_lumo_gap_ha": 0.3239, "homo_ev": -9.4101, "elements": ["H", "C", "H", "H", "C", "C", "C", "H", "S", "H", "H", "F", "H", "C", "H", "H", "C", "F", "C", "H", "C", "O", "H", "C", "H", "H", "H", "F", "H", "H", "C", "C", "H", "H", "C", "H", "H", "O", "C", "H", "C", "H", "F", "H", "H", "H", "Cl", "F", "H", "C", "H", "F", "H", "H", "C", "N", "C", "C", "H", "C", "C", "C", "O", "H", "B", "H", "H", "H", "O", "H", "C", "C", "H", "S", "H", "H", "H", "H", "C", "O", "H", "H", "H", "H", "F", "H", "C", "H"], "positions_angstrom": [[3.329979, 1.385484, 2.387074], [0.079025, -0.087165, -0.499634], [-1.283832, 1.837960, 2.015116], [-2.944349, 0.307820, -1.548425], [-1.414138, 1.323923, 1.056030], [-3.658307, -0.913838, -3.538116], [1.963852, 1.364831, -1.468180], [0.872587, -4.541522, 1.192984], [3.455502, -4.662461, 0.473740], [-0.525668, -0.637806, 3.004113], [1.869395, 0.300853, 1.407208], [2.322047, 4.042533, 3.565632], [-3.782570, -2.676831, -1.226755], [-3.913996, -2.403753, -3.413282], [-3.123833, 0.679517, 2.159178], [2.062545, -4.730777, -1.464578], [-3.158989, 3.148868, 1.002758], [2.608400, 5.691626, -1.558632], [2.641031, 1.699959, 3.173037], [1.151717, 2.097459, -1.404501], [3.149794, 3.035901, 3.727416], [1.427393, -1.005519, 3.439972], [2.168701, -6.304058, -0.614332], [-3.466383, 4.590399, 0.568191], [-0.225420, -0.023602, -2.681293], [1.110980, 2.659378, 2.052940], [-4.604308, -2.783927, -4.160275], [1.531404, 5.991997, -3.564131], [1.419770, -2.696526, -0.991519], [-0.018073, -2.365099, -1.985365], [-2.487754, 0.277340, 1.367902], [1.534322, -0.073298, -1.063265], [-5.338486, -2.052676, -1.760267], [2.256076, -0.546653, -0.392120], [2.039121, -5.230535, -0.494015], [0.476835, 1.855822, 3.504790], [-4.149776, 5.011224, 1.312111], [-2.380978, -0.394344, -3.362681], [1.186183, 1.758421, 2.681080], [2.913181, 1.839878, 0.413351], [-0.747513, 0.276233, -1.773959], [-1.185452, -3.916081, -0.073831], [4.315116, 3.324474, 3.167156], [1.027633, -1.685581, 3.999885], [5.574485, 1.135816, -0.174939], [0.167940, -5.873278, 0.327582], [3.960724, -2.763461, -0.117447], [2.549274, 3.981224, -3.104016], [-4.896783, -3.761371, -2.000658], [-4.528315, -2.734903, -2.026605], [-2.985057, 3.076182, 2.084252], [0.617869, 4.584574, -1.963675], [-4.032721, 4.557466, -0.363813], [1.505854, -2.182727, 1.248715], [0.480257, -1.839643, 1.404281], [-0.040166, 0.905166, 0.621116], [-2.136602, -0.329565, -1.921379], [0.866503, 0.554474, 1.755231], [-0.521939, -4.534018, -1.570435], [0.330894, -2.624426, -0.979629], [-0.157530, -1.534876, 0.006062], [0.682842, -4.917956, 0.187350], [3.134108, -4.633789, 1.863021], [-1.201925, 3.244017, 0.046877], [1.826046, 5.078549, -2.551965], [-2.143345, -0.684478, 1.745388], [-4.068413, 2.565760, 0.820440], [-0.745422, 1.367108, -1.856624], [4.557893, -5.510105, 0.199506], [-2.951678, -2.925125, -3.448657], [3.176955, 1.827744, -0.647004], [-0.252307, -4.024305, -0.641173], [0.360804, 1.795307, 0.288224], [4.586647, 0.701598, -0.987297], [-2.232726, -1.354586, -1.561499], [-2.590798, 5.235756, 0.509609], [1.613110, -0.647976, -1.982025], [-2.358512, 2.190130, -0.749730], [-1.996196, 2.505932, 0.230322], [-4.534334, -0.175453, -3.785242], [3.492020, 2.817315, -0.977472], [2.306734, 1.395924, -2.504077], [-3.185970, 0.066359, 0.554738], [2.739542, 0.955830, 3.961290], [3.394947, 2.918357, 5.036727], [-1.221293, -1.764756, 0.120207], [0.419442, -0.714853, 2.460341], [-0.065623, -2.698789, 1.811574]], "forces_ev_per_a": [[-0.141, 0.144, -0.079], [1.077, -2.052, -2.063], [0.691, -0.326, -0.020], [0.165, -0.194, 0.410], [-1.423, 1.183, 0.826], [0.661, -0.755, -0.409], [1.234, -0.420, 0.237], [-0.113, 0.118, -0.125], [0.695, -1.466, 1.112], [-0.127, 0.174, -0.431], [-0.395, -0.126, -0.824], [-0.621, 0.881, -0.253], [-0.042, 0.076, -0.099], [0.937, -0.416, 1.407], [0.150, 0.113, -0.027], [0.376, -0.236, -0.039], [-0.049, 0.029, -0.247], [-0.121, -0.231, 0.095], [-0.438, -0.107, 0.351], [0.284, 0.161, -0.054], [0.299, -1.753, 0.089], [-0.622, 0.113, 0.053], [0.462, 0.106, 0.067], [-0.521, -0.462, 0.550], [0.239, -0.270, 0.275], [-0.180, 0.002, 0.221], [0.193, 0.405, -0.338], [-0.135, -0.152, 0.144], [-0.099, 0.257, -0.116], [0.234, 0.063, 0.032], [-0.361, -0.564, -0.046], [0.219, 1.216, 0.075], [-0.035, -0.109, -0.165], [-0.094, 0.269, 0.100], [-0.900, 1.081, -0.028], [0.080, 0.011, -0.007], [0.094, 0.123, -0.100], [-0.078, -0.797, 0.739], [-0.092, 0.138, -0.874], [0.322, 0.093, -0.035], [-0.533, 0.275, 0.704], [0.027, 0.019, -0.122], [0.700, 0.601, -0.550], [0.454, 0.078, 0.051], [-0.502, 0.264, -0.029], [0.094, 0.051, 0.081], [-0.354, -0.277, -0.087], [-0.216, -0.079, 0.288], [-0.100, 0.096, -0.145], [0.164, 0.088, 0.159], [0.158, 0.232, -0.093], [0.075, -0.248, 0.106], [0.372, 0.265, -0.155], [0.116, 0.441, 0.353], [-1.167, -0.063, -0.278], [0.245, 0.378, -0.192], [-0.155, 0.507, -1.292], [0.820, 0.085, 1.934], [0.119, -0.048, 0.076], [-0.763, -0.162, -0.039], [-0.115, -0.551, 0.889], [-0.039, -0.508, -0.160], [-1.097, 1.011, 0.279], [-0.085, -0.022, 0.063], [0.272, 0.203, -0.282], [0.193, 0.153, -0.091], [0.100, -0.054, 0.100], [-0.412, -0.098, -0.085], [0.720, -0.142, -1.377], [-0.188, -0.119, -0.398], [0.118, 0.538, -0.050], [0.335, 0.413, 0.304], [-0.055, -0.251, -0.374], [-0.101, -0.408, -0.001], [0.204, 0.209, 0.401], [-0.006, -0.120, -0.189], [-0.525, -0.333, 0.222], [0.072, 0.018, 0.042], [0.221, -0.351, -0.088], [-1.726, 1.427, -0.456], [-0.279, 0.084, 0.152], [-0.378, 0.014, -0.071], [0.332, 0.076, -0.200], [-0.009, 0.076, -0.001], [-0.102, 0.118, 0.799], [-0.022, 0.490, -0.054], [1.054, -0.694, -0.491], [0.139, -0.005, -0.056]], "mulliken_charge": [0.493, 0.718, 0.857, 0.642, 0.091, 0.489, -1.180, 0.394, 1.143, 0.665, 0.138, -0.274, 0.112, -0.259, 0.508, 0.495, -0.796, -0.404, -1.119, -0.127, 0.849, -0.555, 0.402, -1.409, 0.823, 0.439, 0.382, -0.358, 0.106, 0.575, -1.780, -0.920, 0.298, 0.072, -1.008, 0.808, 0.407, -0.430, -1.355, -0.625, -2.475, 0.347, -0.291, 0.469, 0.173, 0.535, -0.105, -0.408, 0.369, -0.891, 0.475, -0.347, 0.340, -0.295, -1.382, 1.582, -0.110, -0.218, 0.440, -0.306, 0.046, -0.654, -0.556, 0.450, 0.491, 0.475, 0.289, 0.558, -0.608, 0.240, 0.106, -1.508, 0.585, -0.264, -0.408, 0.373, 0.897, 0.221, -0.645, -0.510, 0.661, 0.503, 0.149, 0.487, -0.305, 1.267, -0.147, 0.596]}

---

Entry 2:
{"formula": "C35H52CdN5O3S3Te", "method": "wB97M-V/def2-TZVPD", "e_above_lowest_kcal_mol": 3.50, "charge": 2, "multiplicity": 2, "homo_lumo_gap_ha": [0.2289, 0.2614], "s_squared": 0.7585, "homo_ev": [-11.3220, -12.3221], "elements": ["H", "C", "H", "C", "H", "H", "C", "N", "H", "N", "S", "H", "C", "H", "H", "H", "H", "C", "H", "H", "C", "H", "C", "H", "H", "C", "N", "H", "C", "C", "C", "H", "C", "H", "C", "H", "H", "C", "N", "H", "H", "C", "H", "C", "C", "C", "C", "H", "O", "C", "C", "C", "H", "H", "H", "H", "H", "H", "H", "S", "H", "C", "C", "H", "Te", "C", "H", "H", "O", "C", "Cd", "H", "H", "S", "H", "H", "C", "C", "H", "C", "O", "H", "H", "C", "H", "H", "C", "C", "C", "H", "H", "H", "H", "H", "N", "H", "H", "C", "C", "H"], "positions_angstrom": [[2.679938, 1.602993, -0.153949], [-2.575621, -0.861095, -3.887410], [3.994231, -3.367479, 7.127515], [0.943950, 2.877715, 2.412917], [3.192949, 2.026155, -5.089232], [-3.409182, -0.165637, -3.810489], [1.593941, -2.258384, 3.953465], [0.212813, 1.073036, 0.137450], [1.553455, 3.412146, 4.396584], [-1.904444, -3.117950, -4.609925], [-4.940443, 0.172618, -1.485902], [-1.499197, -0.048723, 2.138150], [-0.914955, -2.081923, -2.605631], [-3.837091, -2.641770, -3.966571], [4.697806, -0.112480, 2.022718], [2.730906, -4.014979, -2.073169], [-1.805528, 3.289382, -2.294190], [-3.290740, 1.149415, 1.975587], [-5.044709, 3.222516, 0.709272], [3.873454, 1.680038, -1.453340], [0.286017, 2.381774, 0.037494], [-4.818796, -2.617230, 1.058613], [3.552250, 1.112198, -0.580009], [-2.979925, 1.746042, 2.834498], [4.845685, 0.922983, 3.440597], [0.390240, -3.070157, 3.534401], [-1.998065, -1.088569, -2.558800], [-0.081716, -1.642773, -3.160662], [3.898264, -0.993694, 4.885707], [3.703411, -2.145510, -2.506257], [-4.593241, 2.578680, -0.047656], [-2.725503, 2.869307, -3.627414], [2.243810, -1.288978, 3.171284], [-0.522858, -4.094367, -3.337273], [2.865521, -2.980416, -1.782073], [3.460244, 1.100838, 2.366500], [-5.127440, -2.159989, -1.282009], [-1.348557, -3.392934, -3.233913], [-0.768959, 2.898530, -3.920596], [-0.464986, 3.851235, -4.055226], [4.797532, -0.504912, 5.243529], [2.426897, -1.165582, -0.237501], [-4.369008, 1.024742, 2.061783], [-2.576875, -0.192330, 2.077034], [2.135666, -2.562544, 5.199364], [0.939817, 3.235444, 1.067829], [-4.607169, -1.593975, 0.746350], [-6.404087, -1.370635, -0.402104], [1.301177, 2.404176, -4.501630], [3.278446, -1.944641, 5.685797], [4.135826, 0.374797, 2.823106], [3.894068, -0.837516, -2.093189], [4.756787, -1.780267, 7.242642], [1.644911, -3.317421, 5.805540], [4.353331, 1.170533, 0.155818], [-1.166539, -2.720794, -5.196284], [2.693209, 1.141582, -3.613799], [0.445176, 1.971707, 2.733019], [-6.475058, 1.867808, -0.786329], [-2.930084, 2.124384, 0.490934], [1.588330, -3.136681, -0.072765], [2.183403, 5.225808, 1.606382], [0.189804, 1.942722, -3.975086], [0.711449, -4.068124, 3.227301], [1.214570, -0.608428, 1.406288], [2.226342, -2.481990, -0.656920], [-3.413372, -1.978726, -5.557392], [-2.889052, -0.685028, 2.999266], [-0.240396, 2.950090, -0.985789], [3.397325, -0.645853, 3.638216], [-1.144504, 0.783320, -1.499286], [-0.287922, -3.196466, 4.378623], [-2.194512, -3.987483, -5.058428], [-2.805316, -1.371983, 0.725317], [4.564176, -0.196484, -2.655292], [-0.176361, -2.641742, 2.711304], [3.272536, -0.313866, -0.956901], [2.191334, 4.859881, 2.946147], [2.103908, 0.616484, -5.213400], [-5.568864, 1.444289, -0.353979], [0.022783, 0.773929, -3.614393], [-2.710767, -1.362863, -1.883999], [-4.439920, 3.206692, -0.927287], [-3.056537, -2.144191, -4.542642], [-2.154466, -3.869476, -2.674974], [3.108674, -2.018590, 7.823978], [3.818568, -2.294498, 7.042652], [1.548712, 4.423344, 0.671706], [-5.327617, -1.345765, -0.580192], [-1.803642, -0.391245, -4.500617], [-5.016555, -0.948669, 1.522415], [4.224148, -2.516093, -3.380064], [1.523840, 4.703424, -0.372875], [2.680680, 5.491634, 3.675637], [-1.883961, 2.672068, -3.101752], [2.666709, 6.141502, 1.292519], [-0.555666, -2.278680, -1.594031], [2.397276, 1.470051, -4.607230], [1.562852, 3.690649, 3.350699], [-5.868941, 0.939919, 0.563880]], "forces_ev_per_a": [[0.044, -0.041, 0.006], [0.069, -0.009, -0.002], [-0.005, 0.001, -0.006], [0.035, 0.018, 0.015], [0.019, -0.010, 0.006], [-0.015, -0.023, 0.026], [0.093, -0.039, 0.048], [-0.052, -0.029, 0.015], [0.000, 0.006, -0.006], [0.016, 0.075, 0.050], [-0.016, 0.019, -0.043], [0.016, 0.008, -0.077], [0.022, 0.024, 0.090], [-0.024, 0.040, -0.003], [-0.002, -0.007, -0.023], [0.006, 0.001, 0.011], [-0.030, -0.017, 0.039], [0.046, -0.033, 0.109], [0.013, 0.012, -0.007], [0.015, 0.015, 0.006], [0.075, 0.079, -0.071], [-0.023, 0.010, 0.011], [-0.052, 0.049, 0.021], [-0.027, 0.003, 0.011], [0.009, -0.011, -0.011], [-0.035, 0.026, -0.001], [-0.007, -0.146, -0.096], [0.036, -0.019, -0.003], [0.026, 0.021, -0.016], [0.011, -0.004, -0.018], [-0.105, -0.043, -0.021], [-0.058, 0.023, -0.043], [0.129, -0.051, -0.061], [0.032, 0.028, 0.014], [-0.008, -0.004, 0.014], [-0.033, 0.009, 0.019], [0.062, 0.041, -0.030], [-0.066, -0.046, -0.089], [0.014, -0.071, -0.043], [0.050, 0.045, 0.006], [-0.012, 0.004, 0.002], [-0.028, -0.025, -0.018], [-0.004, 0.019, -0.051], [-0.041, 0.039, 0.045], [-0.019, -0.005, -0.017], [0.040, -0.022, -0.030], [-0.070, 0.012, 0.009], [0.001, -0.046, -0.009], [0.037, -0.022, -0.078], [-0.014, -0.008, 0.001], [0.018, 0.058, -0.041], [0.039, 0.000, 0.014], [-0.004, 0.002, -0.006], [0.002, 0.008, 0.003], [0.049, -0.010, 0.004], [0.028, 0.005, -0.012], [-0.013, -0.021, -0.018], [-0.014, -0.007, 0.000], [0.001, 0.014, 0.006], [0.031, -0.031, -0.107], [-0.024, 0.010, -0.014], [-0.008, -0.001, -0.001], [-0.007, -0.093, 0.045], [-0.010, 0.002, -0.020], [-0.297, 0.038, 0.077], [0.102, -0.047, 0.060], [-0.008, 0.029, 0.004], [0.024, 0.022, 0.024], [0.169, -0.009, 0.079], [-0.002, -0.035, 0.033], [-0.298, 0.166, 0.075], [0.017, -0.015, 0.003], [-0.039, -0.028, 0.009], [0.019, -0.060, -0.079], [0.011, -0.010, 0.011], [0.003, 0.023, -0.001], [-0.068, -0.023, -0.054], [0.010, 0.015, -0.008], [0.014, -0.009, -0.005], [0.005, 0.008, 0.050], [0.101, 0.174, 0.023], [-0.017, 0.063, 0.033], [0.027, -0.034, -0.020], [0.051, -0.110, -0.024], [0.026, -0.006, 0.028], [-0.002, 0.000, -0.004], [0.016, -0.004, 0.017], [0.019, -0.014, 0.011], [-0.049, -0.040, 0.049], [-0.009, 0.035, -0.013], [0.042, 0.021, -0.001], [-0.002, 0.002, 0.003], [-0.008, 0.003, 0.001], [-0.004, -0.004, 0.002], [-0.047, -0.035, 0.061], [0.001, -0.003, 0.003], [-0.014, 0.008, -0.004], [-0.063, 0.085, 0.005], [0.001, -0.023, 0.008], [0.009, -0.012, -0.013]], "mulliken_charge": [0.074, -0.526, 0.362, -0.205, 0.297, 0.375, 0.760, 0.240, 0.484, -0.099, -0.049, -0.706, -0.052, 0.347, 0.288, 0.539, 0.205, -1.201, 0.497, 0.513, 0.848, 0.583, -1.543, 0.640, 0.449, -1.626, 0.843, 0.345, -0.958, -0.819, -1.041, 0.236, 0.129, 0.466, -0.851, -0.091, 0.309, -1.101, -0.090, 0.273, 0.350, 0.693, 0.536, -0.029, -0.740, 0.259, -1.240, 0.621, -0.460, 0.530, -1.038, -0.511, 0.349, 0.463, 0.414, 0.384, 0.048, 0.509, 0.583, 0.344, 0.593, -0.709, 0.368, 0.299, -0.105, -0.927, 0.476, 0.823, -0.711, 0.709, 1.408, 0.461, 0.374, 0.186, 0.581, 0.065, 0.745, -0.489, 0.273, -0.840, -0.373, -0.530, 0.342, -0.990, 0.378, 0.344, -1.516, -0.502, -0.764, 0.259, 0.358, 0.452, 0.397, 0.423, -0.388, 0.432, -0.091, -0.443, -0.981, 0.406]}